# 1
This record from the OMol25 dataset describes one molecule with the formula C6H10O. The level of theory is ωB97M-V/def2-TZVPD.

Geometry as ORCA input:
```
! wB97M-V def2-TZVPD RIJCOSX def2/J DEFGRID3
* xyz 0 1
C -2.25 0.37 0.27
C -0.76 -0.02 0.32
C -0.07 -1.38 -0.02
C 1.44 -1.14 0.07
C 1.98 0.08 0.04
C 1.10 1.28 -0.19
O -0.20 0.92 -0.58
H -2.88 0.00 1.09
H -2.73 0.19 -0.70
H -2.21 1.47 0.38
H -0.47 0.19 1.36
H -0.31 -1.71 -1.04
H -0.32 -2.20 0.67
H 2.10 -2.00 0.18
H 3.05 0.27 0.18
H 1.01 1.89 0.72
H 1.46 1.90 -1.02
*
```

## Properties
E: -8430.4969 eV
HOMO energy: -9.4 eV
frontier orbital gap: 10.50 eV
SMILES: C[C@H]1CC=CCO1
energy relative to the best compared isomer or geometry (same formula, charge and spin): 0.743 eV

# 2
This record from the OMol25 dataset describes one molecule with the formula C6H10O. The level of theory is ωB97M-V/def2-TZVPD.

Geometry as ORCA input:
```
! wB97M-V def2-TZVPD RIJCOSX def2/J DEFGRID3
* xyz 0 1
C -0.38 0.53 -1.96
C -0.43 -0.01 -0.59
C -0.97 0.72 0.51
C 0.60 0.68 1.18
C 0.69 -0.88 1.27
C 0.22 -1.28 -0.14
O 1.37 1.20 0.25
H 0.07 -0.16 -2.68
H 0.27 1.42 -1.84
H -1.36 0.87 -2.30
H -1.62 0.16 1.19
H -1.33 1.72 0.30
H 0.61 1.16 2.19
H 0.04 -1.28 2.06
H 1.72 -1.18 1.48
H 1.02 -1.56 -0.82
H -0.52 -2.10 -0.12
*
```

## Properties
E: -8428.3441 eV
HOMO energy (spin up / spin down): -8.0 / -8.0 eV
frontier orbital gap (spin up / spin down): 7.61 / 7.61 eV
energy relative to the best compared isomer or geometry (same formula, charge and spin): 2.896 eV

- Which of these has the highest energy relative to the best compared isomer or geometry (same formula, charge and spin)?
  number 2

- Number 2 is which compound?
  C6H10O

What did the first record say?
This record from the OMol25 dataset describes one molecule with the formula C6H10O. The level of theory is ωB97M-V/def2-TZVPD.

Geometry as ORCA input:
```
! wB97M-V def2-TZVPD RIJCOSX def2/J DEFGRID3
* xyz 0 1
C -2.25 0.37 0.27
C -0.76 -0.02 0.32
C -0.07 -1.38 -0.02
C 1.44 -1.14 0.07
C 1.98 0.08 0.04
C 1.10 1.28 -0.19
O -0.20 0.92 -0.58
H -2.88 0.00 1.09
H -2.73 0.19 -0.70
H -2.21 1.47 0.38
H -0.47 0.19 1.36
H -0.31 -1.71 -1.04
H -0.32 -2.20 0.67
H 2.10 -2.00 0.18
H 3.05 0.27 0.18
H 1.01 1.89 0.72
H 1.46 1.90 -1.02
*
```

## Properties
E: -8430.4969 eV
HOMO energy: -9.4 eV
frontier orbital gap: 10.50 eV
SMILES: C[C@H]1CC=CCO1
energy relative to the best compared isomer or geometry (same formula, charge and spin): 0.743 eV